43
Properties=species:S:1:pos:R:3:forces:R:3:lowdin_charge:R:1 method="wB97M-V/def2-TZVPD" total_charge=0 largest_force_ev_per_a=1.0 e_above_lowest_kcal_mol=59.8 smiles="O=C(N1CCOCC1)N(Cc1ccco1)C[C@@H]1CCCO1" total_energy_ha=-995.2263 e_lumo_ev=0.85 homo_lumo_gap_ev=9.32
O -0.2043 -2.6544 -0.9130 0.2 -0.2 -0.2 0.0731
C -0.8358 -1.7013 -0.4922 -0.4 0.0 0.2 -0.4904
N -0.4260 -1.0013 0.6097 0.2 0.1 0.0 -0.0264
C 0.9263 -1.2525 1.0654 0.3 0.0 -0.5 -0.0867
H 1.1288 -2.3284 1.0375 0.0 0.1 0.1 0.1326
H 1.0206 -0.8797 2.0847 0.0 0.0 0.0 0.1260
C 1.9394 -0.5379 0.1525 -0.1 -0.5 0.2 -0.2962
H 1.8388 -0.9595 -0.8545 0.0 0.0 0.1 0.1472
C 3.3719 -0.6538 0.6888 -0.2 0.1 -0.1 -0.1211
H 4.0818 -0.6911 -0.1376 0.0 -0.1 0.0 0.1173
C 3.5356 0.6506 1.4659 -0.2 0.1 -0.2 -0.1498
H 3.0986 0.5621 2.4609 0.0 0.0 0.1 0.1074
C 2.7111 1.6089 0.6112 0.3 0.3 0.1 -0.1923
H 3.3160 2.0028 -0.2187 0.0 0.0 0.1 0.1228
O 1.6357 0.8515 0.0881 -0.2 -0.1 0.0 -0.1015
H 2.2948 2.4481 1.1735 0.1 -0.1 -0.1 0.1062
H 4.5719 0.9659 1.5602 0.0 0.0 0.1 0.1107
H 3.5032 -1.5402 1.3049 0.1 -0.1 0.0 0.1160
C -1.3200 -0.3263 1.5324 -0.1 0.3 -0.1 -0.0658
C -0.8820 1.0708 1.8346 0.2 -0.3 0.9 -0.2666
C -0.1816 1.5774 2.8909 -0.4 -0.4 -0.4 -0.0317
C -0.0236 2.9617 2.6378 -0.2 0.3 -0.5 -0.0689
C -0.6385 3.1912 1.4475 0.5 0.5 0.6 -0.1147
O -1.1630 2.0576 0.9590 -0.3 -0.3 -0.3 0.0333
H -0.7682 4.0824 0.8664 -0.1 0.1 -0.1 0.1225
H 0.4760 3.6782 3.2575 0.1 0.2 0.1 0.1027
H 0.1700 1.0393 3.7482 0.0 -0.2 0.1 0.1118
H -1.3395 -0.8871 2.4778 -0.1 0.1 -0.1 0.1403
H -2.3241 -0.3314 1.1074 0.1 0.0 0.1 0.1310
N -2.0413 -1.2910 -1.0506 0.0 -0.1 0.0 -0.0540
C -2.6036 -2.1928 -2.0469 0.1 -0.2 -0.3 -0.1260
H -2.3867 -3.2177 -1.7468 -0.1 0.0 -0.1 0.1261
C -2.0206 -1.9226 -3.4356 -0.1 -0.3 0.2 -0.1837
O -2.2155 -0.5751 -3.8125 -0.1 0.1 -0.1 -0.1301
C -1.6194 0.2932 -2.8772 -0.1 0.2 0.3 -0.1783
H -1.8158 1.3068 -3.2310 0.1 0.0 0.1 0.1280
C -2.1926 0.0965 -1.4676 0.1 0.3 -0.4 -0.1190
H -1.6701 0.7622 -0.7862 -0.1 0.0 0.0 0.1028
H -3.2624 0.3320 -1.4706 0.1 0.1 0.0 0.1349
H -0.5314 0.1232 -2.8450 0.0 0.0 0.0 0.1325
H -2.5212 -2.5281 -4.1926 0.0 0.0 0.1 0.1255
H -0.9476 -2.1614 -3.4239 -0.1 0.0 0.0 0.1242
H -3.6855 -2.0288 -2.0604 0.0 0.0 0.0 0.1283

15
Properties=species:S:1:pos:R:3:forces:R:3:lowdin_charge:R:1 method="wB97M-V/def2-TZVPD" total_charge=+1 largest_force_ev_per_a=4.2 e_above_lowest_kcal_mol=78.5 total_energy_ha=-249.9287 e_lumo_ev=-6.05 homo_lumo_gap_ev=9.12
C -2.2653 0.6284 -1.3525 0.8 -0.4 1.6 -0.0833
O -0.9518 0.0141 -1.3906 0.2 -0.8 -2.3 -0.1868
H -2.1735 1.6498 -1.7260 -0.5 -0.1 0.4 0.0969
H -2.9830 0.0275 -1.8459 -0.6 -0.4 -1.2 0.0727
H -2.5863 0.4611 -0.3039 0.2 1.1 -0.4 0.0961
H -0.7830 -0.2919 -2.3450 -0.1 0.6 2.2 0.1519
C 2.1020 0.3174 0.4991 0.3 -3.1 -2.9 -0.0085
C 0.6116 -0.7683 1.9349 -2.3 1.6 -2.9 0.1941
N 0.7697 -0.3078 0.7073 -0.7 0.5 1.7 -0.0334
H 2.0710 1.3795 0.6781 -0.3 0.2 -0.1 0.1064
H 2.2782 -0.0344 -0.5424 0.8 1.3 0.5 0.1106
H 2.8435 -0.1774 1.1241 0.0 0.1 0.2 0.1015
H 1.1602 -1.6226 2.2152 1.7 0.0 1.4 0.1134
H -0.2198 -0.2815 2.4325 -0.8 -1.4 0.5 0.1231
H -0.0709 -0.1329 -0.0024 1.3 0.8 1.1 0.1455

128
Properties=species:S:1:pos:R:3:forces:R:3:lowdin_charge:R:1 method="wB97M-V/def2-TZVPD" total_charge=+1 largest_force_ev_per_a=0.6 total_energy_ha=-3151.9960 e_lumo_ev=-1.94 homo_lumo_gap_ev=8.99
C 5.4041 0.9433 -1.8112 0.1 0.0 0.0 -0.1006
C 5.4178 -0.4451 -2.4506 0.0 -0.1 0.0 -0.2492
C 4.7123 -1.4983 -1.5822 -0.1 0.0 0.1 -0.2010
C 3.9579 -2.5949 -2.3578 0.1 0.0 0.0 -0.1907
C 2.5020 -2.7695 -1.9164 -0.1 -0.1 0.1 -0.2086
C 1.6038 -3.2619 -3.0515 0.1 0.0 -0.1 -0.1916
C 0.1121 -3.3822 -2.7185 0.1 0.0 0.0 -0.1647
C -0.7585 -2.1659 -3.0817 0.0 0.0 0.1 -0.1299
C -0.2633 -0.7939 -2.5760 0.0 0.1 -0.2 -0.1593
C -0.9745 -0.3262 -1.3038 -0.2 -0.2 0.0 -0.3332
C -1.2252 -1.4814 -0.3092 0.1 0.2 0.0 -0.1863
C -2.5872 -2.1897 -0.4393 0.0 0.1 -0.1 -0.2279
C -2.5247 -3.7193 -0.4384 -0.1 0.0 0.2 -0.0853
C -0.2258 0.8555 -0.6890 0.1 0.1 0.1 -0.9211
S -1.2333 1.7722 0.5312 0.0 -0.2 -0.2 0.8473
Cl 1.1957 0.1976 0.2780 0.1 0.0 0.0 0.6921
C 0.4541 1.7290 -1.7719 -0.1 0.1 -0.1 -0.3012
C 0.9770 3.0685 -1.1918 0.0 -0.1 0.0 -0.1345
C 0.0578 4.2737 -1.0162 0.0 0.0 -0.2 -0.1927
F 0.2054 5.1468 -2.1137 0.0 -0.2 0.2 -0.0694
C -0.2100 1.8202 -3.1747 0.3 -0.2 0.2 -0.2196
C -1.5268 2.6145 -3.2868 0.1 0.0 0.0 -0.1945
N -2.6796 2.1245 -2.5374 -0.2 0.0 0.0 0.0274
C 0.7755 2.6000 -4.0998 0.0 0.0 0.0 -0.0937
C 2.3093 2.4047 -4.0515 0.0 0.2 0.4 -0.2518
O 2.8007 2.0710 -5.3320 0.2 -0.6 -0.2 -0.0493
N -0.4458 0.2967 -3.6968 0.1 -0.1 0.0 -0.0915
N -1.7709 0.1890 -4.2558 0.1 0.1 0.0 0.1296
C 0.5302 -0.0544 -4.8217 -0.2 0.0 0.2 -0.1455
N 0.1632 0.4625 -6.1064 0.0 -0.1 0.0 -0.0869
C 0.1633 -0.5237 -7.1782 0.0 0.0 -0.1 -0.0884
H 6.2197 1.5653 -2.1830 -0.1 0.0 0.0 0.0781
H 5.5404 0.8598 -0.7315 0.0 0.1 -0.1 0.0488
H 4.4613 1.4674 -1.9997 0.0 0.0 0.1 0.0478
H 4.9467 -0.4237 -3.4421 0.0 0.1 0.0 0.0866
H 6.4533 -0.7459 -2.6251 0.0 0.0 0.0 0.1103
H 5.4493 -1.9565 -0.9199 0.0 0.1 0.1 0.1161
H 4.0051 -0.9820 -0.9198 0.0 0.0 -0.1 0.0832
H 3.9711 -2.3551 -3.4280 0.0 0.0 0.0 0.0994
H 4.4792 -3.5502 -2.2636 0.0 0.0 -0.1 0.1167
H 2.4303 -3.5074 -1.1097 0.1 0.1 0.1 0.1222
H 2.1574 -1.8252 -1.4829 -0.1 -0.1 -0.1 0.0551
H 1.9711 -4.2492 -3.3438 0.0 0.0 0.0 0.1243
H 1.7496 -2.6343 -3.9432 0.0 0.0 0.1 0.0999
H -0.3103 -4.2154 -3.2844 0.0 0.0 0.0 0.1208
H -0.0051 -3.6575 -1.6685 0.0 0.0 -0.1 0.0942
H -0.8296 -2.1654 -4.1676 0.0 0.0 0.0 0.1001
H -1.7745 -2.3381 -2.7282 0.0 0.0 -0.1 0.0962
H 0.8124 -0.8517 -2.4104 0.0 0.1 -0.1 0.1218
H -1.9575 0.0699 -1.5835 0.1 0.1 0.0 0.1039
H -0.4027 -2.1973 -0.3607 0.0 0.1 0.0 0.0933
H -1.1750 -1.0464 0.6886 0.0 -0.1 0.1 0.0780
H -3.1304 -1.8533 -1.3311 0.0 0.0 0.1 0.1000
H -3.1810 -1.8515 0.4062 -0.2 0.0 0.1 0.0893
H -1.6864 -4.0801 0.1622 0.0 0.0 0.0 0.0738
H -2.4267 -4.1454 -1.4397 0.1 0.1 0.0 0.0675
H -3.4310 -4.1380 0.0006 0.0 0.0 -0.1 0.0759
H -2.3702 1.1029 0.3086 0.0 0.0 0.1 -0.1005
H 1.3684 1.1716 -1.9771 0.0 0.0 0.0 0.0898
H 1.4067 2.8204 -0.2191 0.0 0.0 0.0 0.0984
H 1.8252 3.4092 -1.7842 0.0 0.1 0.0 0.1128
H -0.9938 4.0153 -0.9564 0.0 0.0 0.0 0.0635
H 0.3235 4.8315 -0.1183 0.1 0.0 -0.1 0.1260
H -1.7648 2.7109 -4.3460 0.1 0.0 0.0 0.1244
H -1.2522 3.6110 -2.9586 -0.1 0.1 0.0 0.1021
H -3.4172 1.8558 -3.1786 0.0 0.1 0.0 0.0804
H -3.0697 2.8560 -1.9535 0.1 -0.1 0.1 0.0827
H 0.5790 3.6370 -3.8373 0.0 0.0 0.0 0.1123
H 0.4729 2.5072 -5.1396 0.0 0.0 0.0 0.1144
H 2.7540 3.3554 -3.7388 0.0 -0.1 0.0 0.1255
H 2.6204 1.6611 -3.3106 0.0 0.0 0.0 0.0926
H 3.5524 1.4602 -5.2602 -0.3 0.5 0.0 0.1018
H -2.3793 -0.0683 -3.4827 -0.1 0.0 -0.2 0.0971
H -1.7446 -0.5667 -4.9327 -0.1 0.0 0.1 0.1042
H 1.5082 0.2699 -4.4710 0.0 0.1 0.0 0.1193
H 0.5378 -1.1414 -4.8511 0.1 0.0 -0.1 0.1016
H -0.6694 1.0311 -6.0999 0.0 0.0 0.0 0.1059
H -0.0517 -0.0185 -8.1183 0.0 0.0 0.0 0.0905
H -0.5623 -1.3432 -7.0501 0.0 0.1 0.1 0.0810
H 1.1567 -0.9639 -7.2686 0.0 0.0 0.0 0.0900
C -4.1175 -0.3922 2.9861 0.1 -0.1 0.0 -0.3533
O -2.9230 -0.3457 2.7188 -0.1 0.0 -0.2 -0.0305
N -4.6173 -0.4109 4.2270 0.0 0.0 0.0 -0.1860
C -6.0453 -0.4682 4.4939 0.0 0.0 0.0 -0.0360
C -3.6918 -0.3787 5.3471 0.0 0.0 0.0 -0.0332
H -4.8975 -0.4290 2.2064 0.0 0.0 0.0 0.1331
H -6.3697 0.3897 5.0815 0.0 0.0 0.0 0.0616
H -6.2977 -1.3824 5.0337 0.0 0.0 0.0 0.0956
H -6.5835 -0.4658 3.5473 0.0 0.0 0.0 0.0875
H -3.0801 0.5235 5.3197 0.0 0.0 0.0 0.0920
H -3.0202 -1.2374 5.3201 0.0 0.0 0.0 0.0866
H -4.2667 -0.3991 6.2699 0.0 0.0 0.0 0.0887
C 1.2792 -4.6940 2.1114 0.0 0.0 -0.2 -0.3667
O 1.5889 -5.6461 1.4210 0.0 0.0 0.0 0.0075
N 0.4717 -4.7575 3.1885 0.0 0.0 0.0 -0.1975
C 0.1415 -3.5839 3.9666 0.0 0.0 0.0 -0.0581
C -0.0693 -6.0516 3.5688 0.0 0.0 0.0 -0.0379
H 1.6297 -3.6703 1.8863 0.0 0.0 0.1 0.1270
H 0.4677 -3.6951 5.0027 0.0 0.0 0.0 0.0905
H -0.9333 -3.3895 3.9578 0.0 0.0 0.0 0.0850
H 0.6473 -2.7206 3.5359 0.0 0.0 0.0 0.0802
H 0.7312 -6.7570 3.7907 0.0 0.0 0.0 0.0947
H -0.6693 -6.4735 2.7620 0.0 0.0 0.0 0.0910
H -0.6912 -5.9230 4.4521 0.0 0.0 0.0 0.0864
C 6.8188 2.1038 1.7900 0.0 -0.1 0.1 -0.3454
O 7.2055 1.2570 1.0079 0.0 0.0 0.0 0.0065
N 6.0138 1.8478 2.8432 0.0 0.0 -0.1 -0.1987
C 5.5882 2.8824 3.7587 0.0 0.0 0.0 -0.0620
C 5.5837 0.4778 3.0585 0.0 0.0 0.0 -0.0396
H 7.0982 3.1670 1.7040 0.0 0.0 0.0 0.1351
H 5.9286 2.6767 4.7754 0.0 0.0 0.0 0.0910
H 4.5000 2.9773 3.7722 0.0 0.0 0.0 0.0870
H 6.0124 3.8344 3.4431 0.0 0.0 0.0 0.0829
H 6.4402 -0.1816 3.2000 0.0 0.0 0.0 0.0951
H 5.0194 0.1074 2.2009 0.0 0.0 0.0 0.0833
H 4.9539 0.4455 3.9452 0.0 0.0 0.0 0.0855
C -6.7553 3.1250 5.7952 -0.1 0.1 0.1 -0.3514
O -7.4603 2.1675 6.0608 0.1 0.0 -0.1 -0.0011
N -5.9837 3.7672 6.6925 0.0 -0.1 0.0 -0.1970
C -5.1717 4.9099 6.3359 0.0 0.0 0.0 -0.0598
C -5.9944 3.2997 8.0691 0.0 0.0 0.0 -0.0361
H -6.6954 3.5569 4.7819 0.0 0.0 0.0 0.1346
H -4.1142 4.7179 6.5282 0.0 0.0 0.0 0.0891
H -5.4696 5.7964 6.8986 0.0 0.0 0.0 0.0921
H -5.2972 5.1200 5.2747 0.0 0.0 0.0 0.0816
H -5.6570 2.2648 8.1309 0.0 0.0 0.0 0.0885
H -7.0003 3.3464 8.4858 0.0 0.0 0.0 0.0958
H -5.3308 3.9305 8.6561 0.0 0.0 0.0 0.0875

73
Properties=species:S:1:pos:R:3:forces:R:3:lowdin_spin:R:1 method="wB97M-V/def2-TZVPD" total_charge=0 largest_force_ev_per_a=0.3 e_above_lowest_kcal_mol=18.3 spin_multiplicity=4 s_squared=3.79 total_energy_ha=-4859.0938 e_lumo_ev="-1.97 / -1.97" homo_lumo_gap_ev="4.52 / 4.57"
Cr 2.9823 2.0911 -2.1601 0.3 0.0 -0.1 2.9310
C 0.8698 -4.7798 2.5106 0.0 0.0 0.0 0.0000
C 1.3532 -3.4479 3.0666 0.0 0.0 0.0 0.0000
N 1.0918 -2.3306 2.1648 0.0 0.0 0.0 0.0003
C 2.0739 -1.9437 1.2986 0.0 0.0 0.0 0.0006
C 1.9760 -0.9517 0.3886 0.0 0.0 0.0 0.0016
C 3.1745 -0.7118 -0.4968 0.1 0.1 0.1 0.0073
O 4.0588 -1.5659 -0.5231 0.0 0.0 -0.1 0.0082
O 3.1958 0.3715 -1.1592 -0.2 0.0 0.0 0.0333
C 0.7401 -0.2006 0.2805 0.0 0.0 0.0 0.0002
O 0.5378 0.7564 -0.4362 0.0 0.0 0.0 0.0008
C -0.3620 -0.7205 1.1427 0.0 0.0 0.0 0.0001
C -1.6155 -0.1296 1.0034 0.0 0.0 0.0 0.0000
C -2.6407 -0.5528 1.7977 0.0 0.0 0.0 0.0000
F -3.8750 0.0124 1.6879 0.0 0.0 0.0 0.0000
C -2.4685 -1.5603 2.7462 0.0 0.0 0.0 0.0000
C -1.2328 -2.1582 2.8802 0.0 0.0 0.0 0.0000
C -0.1600 -1.7495 2.0721 0.0 0.0 0.0 0.0000
N -3.5591 -1.9810 3.5858 0.0 -0.1 0.0 0.0000
C -4.6565 -2.5767 2.8375 0.0 0.0 0.0 0.0000
C -5.6299 -3.2290 3.7962 0.0 0.0 0.0 0.0000
N -6.1193 -2.1835 4.7658 0.0 0.0 0.0 0.0000
C -4.9751 -1.5325 5.5015 0.0 0.0 0.0 0.0000
C -4.0318 -0.9352 4.4792 0.0 0.0 0.0 0.0000
H 1.0832 -5.5843 3.2151 0.0 0.0 0.0 0.0000
H 1.3772 -5.0027 1.5720 0.0 0.0 0.0 0.0000
H -0.2034 -4.7665 2.3171 0.0 0.0 0.0 0.0000
H 2.4295 -3.4766 3.2270 0.0 0.0 0.0 0.0000
H 0.9043 -3.2317 4.0371 0.0 0.0 0.0 0.0000
H 3.0067 -2.4913 1.3596 0.0 0.0 0.0 0.0001
H -1.7396 0.6594 0.2726 0.0 0.0 0.0 0.0000
H -1.1291 -2.9431 3.6152 0.0 0.0 0.0 0.0000
H -4.2628 -3.3437 2.1718 0.0 0.0 0.0 0.0000
H -5.1882 -1.8420 2.2134 0.0 0.0 0.0 0.0000
H -5.1450 -4.0000 4.3922 0.0 0.0 0.0 0.0000
H -6.4992 -3.6397 3.2864 0.0 0.0 0.0 0.0000
H -6.7803 -2.5926 5.4253 0.0 0.0 0.0 0.0000
H -6.6227 -1.4622 4.2432 0.0 0.0 0.0 0.0000
H -4.4919 -2.3186 6.0788 0.0 0.0 0.0 0.0000
H -5.3947 -0.7807 6.1670 0.0 0.0 0.0 0.0000
H -3.1827 -0.4976 5.0025 0.0 0.0 0.0 0.0000
H -4.5410 -0.1186 3.9436 0.0 0.0 0.0 0.0000
C 5.6513 1.4005 -5.4615 0.0 0.0 0.0 0.0016
C 4.5981 1.8498 -4.5055 0.0 0.0 0.0 0.0164
N 4.2858 1.1907 -3.4484 0.0 0.0 0.0 -0.0238
O 5.0056 0.0571 -3.1729 0.0 0.0 0.0 -0.0029
C 3.8576 3.0855 -4.7023 0.0 0.0 0.0 0.0095
C 3.8967 3.9262 -5.9324 0.0 0.0 0.0 0.0005
N 3.0552 3.3828 -3.7143 0.0 0.0 0.0 -0.0393
O 2.2365 4.3423 -3.7721 0.0 0.0 0.0 -0.0124
H 5.9191 0.3643 -5.2831 0.0 0.0 0.0 0.0000
H 6.5414 2.0205 -5.3327 0.0 0.0 0.0 0.0009
H 5.3059 1.5234 -6.4873 0.0 0.0 0.0 0.0006
H 4.6588 -0.2125 -2.2979 0.0 0.0 0.0 0.0001
H 4.8446 3.8234 -6.4590 0.0 0.0 0.0 -0.0001
H 3.7506 4.9682 -5.6503 0.0 0.0 0.0 0.0001
H 3.0841 3.6650 -6.6169 0.0 0.0 0.0 0.0010
F -1.3830 0.2601 -4.6340 0.0 0.0 0.0 0.0001
C -1.2565 0.8787 -3.4605 0.0 0.0 0.0 -0.0002
F -2.4307 1.4343 -3.1524 0.0 0.0 0.0 -0.0001
F -0.9786 -0.0427 -2.5426 0.0 0.0 0.0 0.0001
S 0.0825 2.1737 -3.6058 0.0 -0.1 0.0 0.0029
O 1.2909 1.4429 -3.2106 0.0 -0.1 0.1 0.0172
O 0.0003 2.5800 -4.9676 0.0 0.0 0.0 0.0007
N -0.4122 3.2197 -2.5655 0.0 0.1 0.0 0.0019
S 0.4671 4.0575 -1.5721 0.0 -0.1 0.0 0.0036
O 1.6710 3.3508 -1.1378 -0.1 0.0 0.0 0.0185
O 0.5312 5.4531 -1.8234 0.0 0.0 0.0 0.0009
C -0.6271 4.0326 -0.0819 0.0 0.0 0.0 -0.0001
F -0.9668 2.8172 0.3424 0.0 0.0 0.0 0.0000
F -1.7527 4.6967 -0.3537 0.0 0.0 0.0 0.0000
F 0.0041 4.6563 0.9127 0.0 0.0 0.0 0.0001
Cl 4.7210 3.0437 -1.0806 -0.1 0.0 0.0 0.0187